Entry 1:
Here is a structure of composition C2H3N4 from OMol25. Energies are from ωB97M-V/def2-TZVPD.

Geometry as XYZ:
```
9
Properties=species:S:1:pos:R:3:mulliken_charge:R:1
C 1.9174 0.4444 0.1702 0.636
C 0.5030 -0.9697 -0.0678 0.139
N 1.8495 -0.8225 -0.0087 -0.286
N 0.8968 1.2109 0.2372 -0.489
N -0.0891 0.2064 0.0879 0.751
N -1.3698 0.4939 -0.0472 -0.687
H 0.2035 -2.0287 -0.1701 0.398
H -2.0769 0.6480 0.6812 0.273
H -1.8345 0.8173 -0.8828 0.265
```

The value obtained for the highest occupied orbital energy (alpha / beta) is -16.76 / -16.76 eV. The energy above the lowest of the compared OMol25 structures with the same formula, charge and spin is 228.6 kJ/mol. Its LUMO energy (alpha / beta) is -9.05 / -9.05 eV. Its charge is +1.

Entry 2:
Here is an isolated molecule of C17H15F2NO4 from OMol25. Energies are from ωB97M-V/def2-TZVPD.

Geometry as XYZ:
```
39
Properties=species:S:1:pos:R:3:mulliken_charge:R:1
C -3.8089 2.0830 1.0898 -1.357
C -3.4473 1.0098 0.0381 0.078
C -2.9507 1.6446 -1.2714 -1.008
C -1.5000 1.3375 -1.6850 -0.764
C -0.4532 1.4497 -0.5585 -0.717
C 0.5816 0.3609 -0.5133 0.926
C 0.3693 -0.9459 -0.3339 -0.332
N -0.9609 -1.5018 -0.1476 0.680
C -1.5697 -2.0252 -1.3373 0.311
O -1.0947 -2.7203 -2.1430 -0.407
F -2.8006 -1.5699 -1.4452 -0.203
C -1.0616 -2.4136 0.8981 0.640
O -1.7725 -3.3508 0.9283 -0.504
F -0.2923 -2.0552 1.9083 -0.243
C 1.5443 -1.8794 -0.2711 0.041
O 1.5040 -3.0162 -0.6588 -0.537
C 2.7629 -1.2785 0.3316 0.760
C 3.6303 -2.0639 1.0890 -0.919
C 4.7423 -1.4530 1.6663 -0.555
C 4.9691 -0.0876 1.4849 -0.473
C 4.1122 0.6901 0.7102 -0.923
C 2.9981 0.0790 0.1423 0.651
C 2.0070 0.8204 -0.6680 -0.269
O 2.2936 1.7226 -1.4114 -0.562
H -2.9188 2.3274 1.6660 0.295
H -4.6051 1.7627 1.7545 0.347
H -4.1278 3.0087 0.6180 0.329
H -2.6598 0.4199 0.4904 -0.156
H -4.2964 0.3592 -0.1336 0.562
H -3.5748 1.2660 -2.0791 0.286
H -3.0738 2.7236 -1.2655 0.546
H -1.4139 0.3876 -2.2025 0.395
H -1.2332 2.0805 -2.4329 0.472
H 0.0811 2.3835 -0.6961 0.473
H -0.9056 1.5085 0.4307 0.315
H 3.3998 -3.1114 1.2067 0.503
H 5.4126 -2.0456 2.2681 0.411
H 5.8331 0.3477 1.9660 0.401
H 4.2800 1.7455 0.5667 0.506
```

The value obtained for the highest occupied orbital energy is -10.11 eV. Its LUMO energy is -1.21 eV. Its charge is 0. The SMILES is CCCCCC1=C(N(C(=O)F)C(=O)F)C(=O)c2ccccc2C1=O.

Entry 3:
Here is a structure of composition C35H56ClFLi2N4NaO8S2 from OMol25. Energies are from ωB97M-V/def2-TZVPD.

Geometry as XYZ:
```
110
Properties=species:S:1:pos:R:3:mulliken_charge:R:1
C -2.6291 -7.9568 -2.5713 -1.139
C -1.1170 -7.5790 -2.2309 -0.077
O -0.7788 -6.4929 -3.0897 -0.275
C 0.6363 -6.2754 -3.1556 -0.358
C 0.8852 -5.0866 -4.1801 -0.959
C 1.3938 -3.7600 -3.4742 0.149
C 0.4088 -2.5414 -3.5959 -0.868
C -0.9277 -2.6944 -2.7779 -0.392
N -0.9514 -1.9923 -1.4499 1.141
C -2.0854 -2.4830 -0.6770 -0.455
C -3.2885 -1.6299 -0.6890 -0.430
C -4.4691 -2.0730 0.0399 -0.708
C -4.3925 -3.3868 0.7594 -0.767
C -3.1659 -4.2196 0.7856 -0.985
C -2.0041 -3.7622 0.0568 1.196
S -0.4168 -4.6731 0.0053 -0.183
C 0.7641 -3.2799 0.0135 1.012
C 2.0551 -3.3467 0.6959 -1.098
C 2.9511 -2.1777 0.6539 0.015
C 4.3699 -2.2239 1.3380 -0.726
C 5.1349 -3.5463 0.8948 -0.365
N 5.1093 -4.5870 1.9785 -0.595
C 2.4781 -0.9771 -0.0407 -0.776
C 1.1611 -0.8833 -0.7429 1.945
C 0.5728 0.4071 -1.5259 -0.983
C -0.6878 0.9135 -0.6824 -0.025
C -0.3708 2.2448 0.1010 -0.514
S -0.6162 2.0728 1.9260 -0.228
C 0.2958 -2.0744 -0.7329 -1.424
H -2.6824 -8.5651 -3.5106 0.298
H -3.1516 -8.4214 -1.7007 0.370
H -3.1453 -6.9708 -2.7632 0.279
H -0.5195 -8.5133 -2.4082 0.315
H -1.1187 -7.3009 -1.1353 0.105
H 1.0920 -7.2127 -3.5866 0.454
H 1.1131 -6.0727 -2.1567 0.169
H 0.0057 -4.9203 -4.8562 0.375
H 1.7207 -5.4350 -4.8556 0.340
H 2.3517 -3.4561 -3.9949 0.493
H 1.6878 -4.0261 -2.4273 -0.346
H 0.9810 -1.6015 -3.3570 0.071
H 0.1151 -2.4285 -4.6810 0.581
H -1.7384 -2.2082 -3.3978 0.366
H -1.2596 -3.7595 -2.6334 0.273
H -3.3025 -0.6619 -1.2422 0.324
H -5.3918 -1.4414 0.0439 0.524
H -5.3438 -3.7151 1.2830 0.802
H -3.1551 -5.1760 1.3483 0.466
H 2.3751 -4.2694 1.2347 0.050
H 4.9584 -1.3448 0.8760 0.199
H 4.3211 -2.1067 2.4470 0.387
H 6.2324 -3.3172 0.6447 0.005
H 4.6758 -3.9488 -0.0619 0.348
H 4.1589 -4.9272 2.1248 0.236
H 5.6767 -5.3871 1.6755 0.256
H 3.1745 -0.0797 -0.0593 -0.506
H 0.1780 0.1366 -2.5326 0.180
H 1.3188 1.2531 -1.5979 0.578
H -1.5924 1.0755 -1.3242 0.272
H -1.0003 0.1347 0.0708 0.153
H 0.6623 2.6046 -0.1554 0.000
H -1.1138 3.0104 -0.2629 0.386
H -0.9074 3.3680 2.3017 0.105
Li 2.8682 1.3789 -0.7817 0.941
Cl -5.6708 -2.0385 2.4474 -0.353
O 0.6580 2.9969 5.0505 -0.929
H -0.0901 2.6837 4.5401 0.132
O -7.3138 0.1390 1.4277 -0.504
C -7.2999 1.0431 2.2210 0.773
O -7.7785 2.2542 1.8650 -0.355
C -7.9715 3.3398 2.7769 -0.426
C -6.6890 4.1213 2.9781 -0.924
C -6.6776 0.8711 3.5820 -1.007
H -8.4006 2.9875 3.7173 0.372
H -8.7200 3.9890 2.3196 0.294
H -5.9063 3.5029 3.4197 0.266
H -6.8601 4.9794 3.6310 0.339
H -6.3078 4.4781 2.0195 0.298
H -5.5972 0.9992 3.4976 0.269
H -6.8920 -0.1363 3.9350 0.304
H -7.0670 1.5537 4.3351 0.340
Li 5.3323 -1.7729 -0.8843 0.406
C 5.6081 7.8842 0.1350 -1.178
C 5.5422 6.3955 0.4149 -0.394
N 4.2647 5.9764 1.0100 0.241
C 4.1307 4.9611 1.9334 -0.660
C 2.8107 4.8619 2.2293 -0.434
N 2.1660 5.8130 1.4706 0.248
C 3.0591 6.4657 0.7254 -0.127
C 0.7322 6.0637 1.4785 -0.658
H 5.4223 8.4618 1.0448 0.340
H 6.5916 8.1501 -0.2508 0.354
H 4.8662 8.1829 -0.6096 0.366
H 6.3396 6.1207 1.1044 0.348
H 5.6821 5.8217 -0.5040 0.327
H 5.0051 4.4318 2.2673 0.513
H 2.2384 4.2221 2.8899 0.623
H 2.8345 7.2509 0.0223 0.268
H 0.3389 5.9083 0.4736 0.169
H 0.5392 7.0881 1.7952 0.342
H 0.2550 5.3729 2.1711 0.166
C -0.3015 5.9697 -2.4194 0.695
O 0.9202 5.6894 -2.2413 -0.726
O -0.7467 6.9173 -1.5071 -0.527
O -1.1139 5.5466 -3.2407 -0.712
H 0.1198 6.9886 -1.0763 0.345
Na 7.4171 -3.3306 2.0755 0.475
O 7.8927 4.9278 -0.8149 -1.057
H 7.7305 5.8693 -0.7465 0.169
F -5.6532 -5.6321 1.0898 -0.791
```

The value obtained for the highest occupied orbital energy is -3.97 eV. Its LUMO energy is -2.67 eV. Its charge is -1.

Entry 4:
Here is a structure of composition C24H27NORuSi from OMol25. Energies are from ωB97M-V/def2-TZVPD.

Geometry as XYZ:
```
55
Properties=species:S:1:pos:R:3:mulliken_charge:R:1
C -1.7055 -0.7195 -0.1109 -0.706
C -2.4296 0.1823 -1.0066 -0.449
C -1.8629 0.0318 -2.3331 -0.925
H -3.2682 0.8138 -0.7364 0.492
C -0.7997 -0.9595 -2.2355 -0.300
C -0.7754 -1.4636 -0.9024 -0.155
H -0.1565 -2.3069 -0.5633 0.502
H -1.8633 -0.8724 0.9652 0.622
H -2.2052 0.4620 -3.2557 0.586
H -0.1440 -1.2902 -3.0415 0.536
Ru -0.4575 1.0305 -1.1536 0.248
C 3.4270 3.9854 -0.8578 -0.791
H 3.1810 3.5929 -1.8450 0.162
H 3.6685 3.1841 -0.1110 0.210
H 2.5801 4.6033 -0.5599 0.189
Si -0.3868 2.9901 -2.0468 0.585
C -1.0851 4.7601 -1.7217 0.257
C -2.3971 5.2759 -1.8106 -0.192
H -3.2675 4.6117 -1.8578 0.349
C -2.5706 6.6715 -1.9125 -0.435
H -3.5533 7.1454 -2.0162 0.380
C -1.4697 7.5382 -1.8712 -0.486
H -1.5834 8.6345 -1.8839 0.361
C -0.1845 7.0024 -1.7574 -0.686
H 0.6930 7.6419 -1.7327 0.411
C 0.0069 5.6250 -1.6906 -0.504
H 1.0110 5.1860 -1.7066 0.188
C -0.2619 3.0651 -3.8879 0.438
C -0.8262 4.1093 -4.6626 -0.121
H -1.5633 4.8146 -4.2286 0.327
C -0.4858 4.2081 -6.0162 -0.656
H -0.8268 5.0714 -6.6035 0.385
C 0.2008 3.1503 -6.6375 -0.346
H 0.4634 3.2288 -7.6979 0.379
C 0.4979 1.9852 -5.9110 -0.666
H 0.9165 1.1165 -6.4295 0.377
C 0.1860 1.9053 -4.5403 -0.245
H 0.2213 0.9445 -3.9890 0.085
H -1.7530 2.3631 -1.9426 -0.131
H 4.2840 4.5744 -0.9646 0.361
O 1.9837 -0.1259 -1.1963 -0.258
C 2.5409 -0.9175 -0.1334 -0.779
C 1.9235 -0.5746 1.1888 0.441
C 2.5482 -1.0227 2.3633 -0.791
C 1.9702 -0.7196 3.5940 -0.299
C 0.7870 0.0375 3.6000 -0.813
C 0.2513 0.4517 2.3710 -0.303
N 0.8398 0.1967 1.2055 0.332
H 2.4044 -0.4258 -2.0284 0.251
H 2.3459 -1.9801 -0.3453 0.336
H 3.6234 -0.7197 -0.0834 0.469
H 3.4331 -1.6421 2.2166 0.442
H 2.4128 -1.1098 4.5191 0.410
H 0.2556 0.2848 4.5112 0.421
H -0.6964 0.9814 2.2951 0.503
```

The value obtained for the highest occupied orbital energy (alpha / beta) is -10.33 / -11.51 eV. As for the expectation value of S²: 8.770. As for the spin multiplicity: 6. Its LUMO energy (alpha / beta) is -2.24 / -5.67 eV. Its charge is +1.

Max |F| (Eh/bohr)
0.09176 0.02313 0.05523 0.11219